(one)
# C25H32N3

A cluster of 2 separate species, C25H32N3 in total (wB97M-V/def2-TZVPD, the Open Molecules 2025 dataset).

Element x y z (Å)
C  3.40869  -2.08402  1.84083
H  -3.43213  -0.82806  4.79380
H  1.13786  4.78869  1.09742
H  -5.03340  1.57667  -0.34678
C  2.46561  -3.17584  -0.21834
C  0.95430  -3.99235  -1.91944
H  1.84940  4.61225  -2.61959
H  0.50813  2.61351  -3.55463
C  -1.66407  -0.82186  -0.24749
H  2.71361  2.49251  -0.56723
H  3.98988  -1.15295  1.79394
H  -0.62264  4.56045  0.98552
C  -0.57390  -1.25581  -1.02645
C  -3.72771  -0.30180  2.71932
H  2.90444  -2.12358  2.81797
H  2.05343  2.15761  -2.20524
H  1.46178  -5.96364  -2.67254
H  -0.38716  -2.22671  2.04085
H  -0.73259  -1.25048  -2.10778
H  -0.34842  2.10536  0.88560
N  2.46326  -2.16611  0.75116
C  -3.01930  -0.87399  3.78532
H  0.25601  3.98035  2.40674
C  0.52091  2.74494  0.65704
C  -0.39061  2.89485  -2.99735
C  -1.88730  -0.95197  1.19637
H  -1.26717  2.53867  -3.54940
C  -1.25663  -1.61221  2.24597
C  1.32353  -2.98327  -1.04312
C  -5.03799  0.58221  0.11301
H  -1.24827  -1.94308  4.39050
H  -1.34697  2.56267  -1.09262
C  0.63960  -1.79326  -0.54205
H  4.01996  -4.46427  0.50322
H  4.08257  -2.93649  1.75473
N  -3.68478  0.07548  0.25306
H  2.52422  4.93792  -1.00644
H  -5.47835  0.64188  1.10932
H  3.50389  4.12661  -2.23773
C  1.38844  -1.35460  0.56804
C  -3.12319  -0.32143  1.47058
H  1.18723  -0.49611  1.20269
C  1.72649  -5.16753  -1.97316
H  -0.41838  3.98879  -2.94683
C  0.31449  4.10310  1.32087
H  -4.71062  0.15030  2.84262
H  3.41149  -6.27144  -1.16732
H  1.42634  2.27263  1.07865
C  -0.40533  2.30388  -1.59771
H  -3.06442  0.01317  -1.80158
H  -0.37719  1.20035  -1.66344
C  2.01952  2.85147  -1.34877
N  0.67695  2.76906  -0.77880
C  2.49278  4.21811  -1.82821
H  -5.65775  -0.08529  -0.50043
C  3.20278  -4.34875  -0.20773
C  -1.78744  -1.50619  3.54611
C  -2.82772  -0.20693  -0.76283
H  0.04953  -3.85318  -2.51780
C  2.83431  -5.35029  -1.12242

## Properties
- net charge = +1
- multiplicity = 1

---

(two)
# C25H32N3

A cluster of 2 separate species, C25H32N3 in total (wB97M-V/def2-TZVPD, the Open Molecules 2025 dataset).

Element x y z (Å)
H  -3.60613  -2.96168  -0.06540
C  1.48291  0.74016  0.91343
C  2.46963  -3.68503  0.33395
H  -0.29379  0.83565  -0.24474
C  -1.78809  -2.02465  0.57794
H  2.18780  6.59755  -0.05033
H  -4.01166  0.83507  1.97152
H  1.85926  -1.07988  -4.37186
C  1.01480  -0.95455  -1.62249
C  1.37249  -1.41144  -0.32496
H  0.11629  -1.39410  -4.21104
H  0.69149  0.04044  -1.92583
C  -2.41085  -0.03739  -0.69084
N  1.24796  -1.93753  -2.53427
H  3.52541  -5.56909  0.42805
H  3.26906  3.50414  1.89583
C  1.82078  -2.79535  -0.51044
C  2.48506  1.51700  1.55796
C  -4.10337  -1.04374  0.85635
H  -2.05464  -0.54482  -1.59971
N  -1.54197  -0.55581  0.45881
C  0.45092  1.43978  0.27063
H  -1.75532  1.12518  1.73285
H  2.09639  -4.44831  -3.51369
N  1.29172  4.98133  0.91844
H  -1.43117  -0.41688  2.53683
C  -3.52067  -0.14460  1.97604
H  -5.16187  -1.25876  1.02765
H  -3.67408  -0.59504  2.96186
H  1.26665  6.54603  2.30303
C  1.72348  -3.08802  -1.88777
C  2.83026  -5.17353  -1.57513
H  -4.40032  0.70383  -0.42845
H  1.75838  -1.26780  1.74368
C  1.34560  3.58089  0.91960
H  -1.38288  -2.50790  -0.32155
C  2.44959  2.89978  1.49641
H  -1.18299  -2.35822  1.43283
H  3.31245  0.99924  2.04783
H  0.57819  6.16961  -0.67878
C  2.98593  -4.87148  -0.21341
C  -3.89806  -0.27015  -0.46794
C  0.62195  5.71950  1.97178
H  -0.32282  6.15616  1.60695
C  2.20716  -4.26441  -2.44691
C  -2.02791  0.06289  1.74757
C  1.45271  -0.69971  0.86500
H  3.20448  -6.11978  -1.96404
C  0.31082  2.81139  0.34290
H  -4.30382  -0.82467  -1.32106
H  1.98956  5.12475  -1.05244
H  2.58322  -3.42208  1.38407
C  1.52140  5.75546  -0.28718
H  -3.38571  -2.93408  1.69207
H  1.25568  -2.75604  -4.44395
H  0.41221  5.05748  2.82072
C  -3.26989  -2.34639  0.77595
H  -0.58292  3.30838  -0.03939
C  1.11412  -1.78233  -3.97002
H  -2.19489  1.03353  -0.80490

## Properties
- net charge = +1
- multiplicity = 1

---

Best to worst by energy: (one), (two).

---

(one)
# C4H9IOS

A cluster of 2 separate species, C4H9IOS in total (wB97M-V/def2-TZVPD, the Open Molecules 2025 dataset).

Element x y z (Å)
I  -2.54203  1.83385  3.30663
H  0.30747  1.21621  -1.61623
C  0.53384  -0.70520  -0.67812
S  -4.00927  2.23826  1.37372
H  0.27254  -1.52356  -1.44746
C  -0.65642  -0.25543  0.10250
C  1.53146  -1.39889  0.26523
H  1.73471  -0.81863  1.16151
H  1.86363  0.42359  -2.19067
H  2.39262  -1.66390  -0.19102
H  1.68155  1.08098  -0.73295
H  -0.36238  -0.20986  1.22241
H  1.18834  -2.36531  0.63290
C  1.12676  0.54180  -1.46967
H  -3.32710  1.48997  0.52755
O  -1.73571  0.11612  -0.26635

## Properties
- multiplicity = 1
- SMILES string = CC(C)C=O.SI

---

(two)
# C4H9IOS

An isolated molecule of C4H9IOS (wB97M-V/def2-TZVPD, the Open Molecules 2025 dataset).

Element x y z (Å)
C  -0.34459  0.74598  1.08907
H  1.28994  1.16480  -1.38792
C  0.38423  0.45450  -1.25989
S  -1.04352  -1.59152  -0.23481
H  0.00735  0.56322  2.14782
H  -0.57789  0.93366  -1.57068
H  0.02421  1.73648  0.85589
H  2.15407  -0.09039  1.00226
H  -1.36651  1.02751  0.82634
H  0.60937  -0.36254  -2.01574
H  1.16477  -1.60134  1.29714
C  1.48897  -0.89059  0.53649
C  0.28968  -0.22504  0.07855
H  1.95993  -1.36533  -0.27100
I  -3.91943  0.30150  -0.12164
O  -2.12059  -0.80089  -0.97189

## Properties
- multiplicity = 1
- SMILES string = CC(C)(C)SOI

---

Best to worst by energy: (one), (two).

---

(one)
# C6H18N2O

A cluster of 3 separate species, C6H18N2O in total (wB97M-V/def2-TZVPD, the Open Molecules 2025 dataset).

Element x y z (Å)
H  0.59686  -1.39446  -1.35894
H  -3.02519  -0.48115  -0.92228
C  0.55052  1.38764  -0.56548
H  0.22874  0.71620  2.28504
H  -1.45131  1.12262  -1.05262
H  -1.08888  -1.18060  -1.77036
H  -1.27967  0.66303  1.32676
C  -0.74250  -2.62029  -0.16532
C  -0.41290  -1.40749  -0.96572
H  1.46339  1.22978  -1.14632
H  -1.77511  -2.60528  0.16714
C  0.75926  2.58715  0.35553
H  -0.56459  -3.50213  -0.79473
C  -0.33921  0.16544  1.52720
H  -0.16580  2.83668  0.87383
O  -2.29938  -0.13804  -0.38544
H  -0.57539  -0.82288  1.92054
H  -0.38893  1.13708  -2.32212
H  2.30521  -0.72727  -0.33471
H  1.54270  2.41413  1.09634
H  -0.09361  -2.73130  0.70461
N  -0.55015  1.60251  -1.43582
N  0.44197  0.03283  0.28889
C  1.76748  -0.50487  0.58903
H  2.36843  0.20298  1.16968
H  1.04648  3.44260  -0.25484
H  1.68157  -1.42492  1.17008

## Properties
- multiplicity = 1

---

(two)
# C6H18N2O

A cluster of 2 separate species, C6H18N2O in total (wB97M-V/def2-TZVPD, the Open Molecules 2025 dataset).

Element x y z (Å)
C  2.14116  1.52850  0.87515
C  2.35179  -0.52646  -0.40755
C  -2.01339  0.47290  -0.04221
C  -1.23801  0.44535  -1.35832
H  3.22559  1.70830  0.84551
H  1.97855  0.00604  -1.28724
N  -1.26329  -0.06521  1.13275
H  -1.93064  1.51738  1.40731
H  2.30087  -2.53522  0.39363
O  -2.16882  1.79527  0.39309
H  1.74788  1.92655  1.80951
H  1.67539  2.07369  0.05310
H  0.84823  -2.06905  -0.49566
H  -4.00105  0.29714  -0.83648
H  -0.29087  0.96392  -1.23194
N  1.78500  0.12106  0.76926
H  -1.40411  -1.06525  1.24746
H  -1.06191  -0.57852  -1.68657
H  -3.23207  -1.27431  -0.50298
H  3.45293  -0.45185  -0.42663
H  -3.84727  -0.27371  0.82480
H  -1.81257  0.97264  -2.11648
C  -3.35979  -0.25111  -0.14904
H  2.33621  -2.45730  -1.36956
H  -0.25462  0.07853  1.03255
H  2.10192  -0.37114  1.60076
C  1.93292  -1.98816  -0.47422

## Properties
- multiplicity = 1
- SMILES string = CC(C)(N)O.CCNC

---

Best to worst by energy: (two), (one).